73
Properties=species:S:1:pos:R:3:forces:R:3:lowdin_charge:R:1 method="wB97M-V/def2-TZVPD" e_tot_ha=-1764.08137 de_lowest_kcal_mol=0.0 smiles="CCOC(=O)OC.CCOC(=O)OC.CCOC(=O)OC.CCOC(=O)OC.C1CCOC1" orbital_gap_ev=9.93
C -1.2909 6.6898 -3.5311 -0.401 0.227 -0.585 -0.0691
C -0.2893 6.0730 -2.6093 -0.005 -1.300 -0.146 -0.2133
O -0.9897 5.5825 -1.4604 -1.533 -0.098 2.077 0.0081
C -1.3482 4.2913 -1.2837 2.190 -0.717 1.096 -0.5252
O -0.9773 3.3968 -2.0028 -0.748 0.101 -0.433 0.1065
O -1.8848 4.0544 -0.0332 0.419 1.876 -1.071 -0.0283
C -2.1214 2.6795 0.3209 0.039 0.176 -1.066 -0.0411
H -1.8802 5.9164 -4.0237 -0.108 -0.013 0.102 0.0829
H -0.8397 7.2851 -4.3249 0.217 -0.006 0.070 0.0790
H -1.9606 7.3412 -2.9696 0.004 0.001 -0.002 0.0837
H 0.4622 6.7837 -2.2655 -0.146 -0.120 0.238 0.1263
H 0.1859 5.1868 -3.0298 0.286 0.259 -0.359 0.1186
H -2.7964 2.6570 1.1764 -0.009 0.151 -0.375 0.0884
H -1.1966 2.1739 0.5988 0.037 0.183 -0.061 0.0552
H -2.5038 2.2536 -0.6068 -0.281 -0.678 0.468 0.1003
C 1.3296 -5.0154 -3.0550 0.712 -2.411 1.116 -0.0528
C 2.0129 -4.0135 -2.1856 -2.907 2.770 -0.818 -0.2705
O 3.3176 -4.2511 -1.8806 1.807 -2.185 0.382 0.0739
C 4.2349 -3.3264 -1.9599 1.927 1.979 -0.380 -0.5753
O 4.0927 -2.1228 -2.0474 -0.363 -0.875 -0.023 0.1129
O 5.4480 -3.9155 -1.9408 0.280 -0.342 0.174 -0.0161
C 6.6804 -3.1448 -2.1465 -1.271 -0.131 -0.705 -0.0102
H 0.4099 -4.6915 -3.5423 0.568 0.373 -0.275 0.0773
H 1.0238 -5.8432 -2.4152 -0.188 -0.269 0.023 0.0665
H 2.1199 -5.4740 -3.6492 -0.434 0.209 -0.900 0.0910
H 1.4355 -3.8644 -1.2732 0.047 0.224 0.067 0.1299
H 1.9523 -3.1248 -2.8139 0.175 0.698 0.575 0.1279
H 7.4948 -3.8492 -1.9773 -0.207 0.252 0.518 0.0917
H 6.6862 -2.2125 -1.5818 0.104 -0.370 0.330 0.0918
H 6.7410 -2.8706 -3.1997 -0.169 0.053 -0.078 0.0890
C -2.2098 -6.0331 -1.9607 1.743 0.867 -1.048 -0.0509
C -2.2264 -4.4957 -2.2435 -2.312 -0.744 1.738 -0.2189
O -1.5606 -3.9061 -1.1175 0.107 1.980 1.034 -0.0357
C -2.1147 -2.7452 -0.4599 -2.023 -1.952 -4.301 -0.6012
O -3.1660 -2.2368 -0.7219 -1.000 -0.597 -0.191 0.1422
O -1.2642 -2.2632 0.2962 5.045 -0.027 3.226 0.0341
C -1.5007 -1.3371 1.3484 -1.440 0.636 -0.068 0.0049
H -2.7826 -6.6402 -2.6616 -0.517 0.282 0.291 0.0749
H -2.3711 -6.2306 -0.9009 -0.514 0.061 -0.250 0.0818
H -1.1861 -6.3511 -2.1581 0.201 -0.210 0.181 0.0415
H -3.2729 -4.2049 -2.1523 -0.139 0.265 -0.231 0.1046
H -1.9060 -4.1186 -3.2147 0.630 -0.272 0.170 0.1146
H -1.7912 -0.3970 0.8795 -0.002 0.098 0.320 0.0865
H -0.6522 -1.1942 2.0176 0.345 -0.354 -0.694 0.1012
H -2.3206 -1.6946 1.9714 -0.144 0.025 -0.144 0.1065
C -3.2266 1.1993 7.0866 -1.403 -0.447 1.195 -0.0839
C -3.3937 1.6193 5.5914 0.348 -1.584 4.364 -0.1862
O -2.2829 2.4964 5.5116 0.254 -0.147 -3.201 0.0400
C -1.6938 2.4441 4.2998 -0.323 -1.548 -3.462 -0.5257
O -1.9725 1.7625 3.2628 -0.175 1.482 3.947 0.0345
O -0.6769 3.2559 4.2849 0.807 0.458 0.489 0.0337
C 0.1707 3.2466 3.1357 0.599 0.489 -0.757 -0.0272
H -2.2924 0.7634 7.4407 0.412 -0.086 -1.058 0.0767
H -3.9718 0.4494 7.3518 -0.222 -0.200 -0.185 0.0680
H -3.3814 1.9504 7.8611 -0.222 0.707 -0.510 0.0695
H -4.3740 2.0835 5.4834 0.342 0.212 -0.547 0.1302
H -3.3080 0.6303 5.1411 0.237 0.730 -1.185 0.1218
H 1.1720 3.4991 3.4845 -0.147 -0.099 0.086 0.1048
H -0.1349 4.0095 2.4197 -0.259 0.221 0.209 0.0966
H 0.2047 2.3287 2.5488 -0.214 -0.299 0.713 0.0739
C 1.9022 -0.3592 -0.7300 -1.379 1.056 -0.170 -0.1633
C 0.9586 0.8221 -0.6330 -0.944 1.396 -1.025 -0.1744
C 1.7696 1.8742 0.1242 -0.173 -1.214 -0.370 -0.2100
O 2.4890 1.1237 1.0591 -0.060 -0.286 1.320 -0.1475
C 2.5972 -0.2342 0.6162 1.141 0.529 -0.986 -0.1755
H 2.5951 -0.1185 -1.5362 0.114 -0.470 0.090 0.1058
H 1.3825 -1.2919 -0.9494 0.209 -0.008 0.176 0.1024
H -0.0139 0.5770 -0.2062 0.161 0.001 0.444 0.0821
H 0.7253 1.3283 -1.5696 -0.199 -0.503 -0.425 0.1074
H 1.1776 2.6379 0.6285 0.145 0.153 -0.176 0.0995
H 2.5106 2.2712 -0.5697 -0.212 0.715 -0.229 0.1247
H 2.2336 -0.8583 1.4326 0.478 -0.365 -0.273 0.1230
H 3.6103 -0.3071 0.2207 0.661 -0.967 1.534 0.1136